One molecule with the formula C4H5PS. Source: OMol25; level of theory: the ωB97M-V functional and the def2-TZVPD basis.

Last columns: bonded neighbours and bond lengths (Å).
Cartesian coordinates (Å):
1 C 0.33703 -1.29175 0.30981  C2 1.338, C3 1.471, H7 1.046
2 C 1.52106 -0.70073 0.11550  C1 1.338, C4 1.655, P5 1.881
3 C -0.53440 -0.12664 0.09037  C1 1.471, C4 1.522, H8 1.019, H9 1.094
4 C 0.70479 0.69843 -0.22490  C2 1.655, C3 1.522, H10 0.986, H11 1.168
5 P 3.39181 -0.89022 0.05892  C2 1.881, S6 1.952
6 S 4.12026 0.86672 -0.37917  P5 1.952
7 H 0.16863 -2.31653 0.43501  C1 1.046
8 H -1.11786 -0.39357 -0.70175  C3 1.019
9 H -1.07408 0.10704 1.01338  C3 1.094
10 H 0.88355 1.50952 0.30644  C4 0.986
11 H 0.97089 0.92996 -1.33840  C4 1.168

DFT total energy   -24350.2684 eV
SMILES   S=PC1=CCC1
HOMO energy   -8.7 eV
Frontier orbital gap   7.260 eV
Energy above the lowest of the compared OMol25 structures with the same formula, charge and spin   1.032 eV
LUMO energy   -1.42 eV
Molar mass   116.1 g/mol

Just the natural (NBO) charges please, in e? Sure, here they are: -0.10 -0.39 -0.45 -0.39 0.66 -0.38 0.20 0.22 0.22 0.20 0.21